1.
Entry from OMol25: a cluster of 7 separate species, C28H77N7O7 in total at a distorted geometry (ωB97M-V/def2-TZVPD).

Values from the calculation:
SMILES: COC[C@H](C)N.COC[C@H](C)N.COC[C@H](C)N.COC[C@H](C)N.COC[C@H](C)N.COC[C@H](C)N.COC[C@H](C)N
ΔE to the lowest compared entry with this formula, charge and spin (kJ/mol): 102.8
Strongest force on any atom (eV/A): 2.52
E_tot (eV): -55044.0698
Highest occupied orbital energy (eV): -8.8
Multiplicity: 1
Gap between HOMO and LUMO (eV): 9.433

```
119
Properties=species:S:1:pos:R:3:forces:R:3
H -2.9014 7.7372 24.4963 0.02 0.34 -0.31
C -5.2973 7.9572 23.7274 -0.95 0.85 -1.26
C -2.8055 3.4780 20.4048 -0.23 0.17 -0.65
N -8.3378 3.8385 22.9877 0.47 -0.26 -0.77
C 1.8076 1.7777 22.5761 0.89 -0.24 0.33
H -8.5615 3.3789 22.1040 -0.43 0.03 0.21
H -1.7230 5.9501 21.3502 -0.67 -0.03 0.03
C -1.6306 5.4926 22.3403 1.83 0.78 -0.09
H -2.2549 -1.3158 21.9495 0.30 -0.02 0.28
H 2.6308 12.0959 23.0594 -0.35 -0.11 -0.05
C -4.7063 7.0877 20.3483 0.33 -0.60 0.26
N -4.3463 3.7865 17.5257 1.12 -0.11 0.21
H 0.8221 8.9930 20.4695 -0.20 0.11 -0.33
C -4.4150 9.1042 24.2207 0.46 -2.09 1.32
H -8.0426 11.6071 24.7938 0.10 -0.13 -0.30
H 0.0268 4.5746 21.2558 -0.21 -0.65 0.19
H -5.5319 9.5001 26.0712 0.73 -0.42 0.16
C -0.5735 4.5686 25.8920 -0.53 -0.34 -0.44
O -2.5418 3.2980 21.7665 0.09 -0.02 0.54
H -5.3194 1.0146 20.4573 0.17 0.41 0.31
C 2.1578 7.7962 25.9246 -0.30 0.06 -0.10
C -0.2115 4.8990 22.2747 0.50 0.06 -0.45
H -4.7541 7.2157 23.1426 0.41 0.02 0.35
N 0.1157 9.0953 22.3603 1.22 -0.05 0.79
C -1.1801 9.8635 20.5013 -0.25 0.42 -0.94
C -6.3471 4.5123 24.2350 0.45 0.44 0.13
H -1.0104 7.3454 22.9447 -0.11 0.07 -0.29
H -1.6154 4.7004 25.5750 -0.14 -0.05 0.18
H -2.7466 4.1336 23.6327 0.43 -0.23 0.03
H -1.1475 6.3031 24.1397 -0.26 0.07 -0.35
O -6.3459 10.4689 24.5618 0.09 0.19 -0.77
H -1.2350 -0.3965 23.9525 0.10 0.19 0.29
H -3.1117 6.0271 16.3254 -0.03 -0.01 -0.10
H -3.4088 5.3035 18.7309 0.32 -0.40 -0.49
H -4.8138 6.3576 21.1579 0.12 -0.09 -0.03
H -3.5827 3.5701 16.8932 -0.04 -0.18 0.04
H -3.6562 7.1290 20.0388 0.09 -0.05 0.04
O 2.3128 10.6329 21.6058 0.21 0.26 -0.04
H -0.4224 9.6301 23.0406 -0.32 0.27 -0.47
H 1.0676 9.1722 22.7315 -0.19 -0.50 0.13
C -4.0698 6.1609 16.8335 0.27 -0.18 0.00
C 1.0530 11.0189 21.0866 -0.39 -0.94 0.24
O -5.5513 6.7570 19.2791 -0.69 0.59 0.07
H 1.6523 2.7549 22.1123 -0.04 -0.26 -0.55
C -4.1953 5.1679 17.9864 -1.93 0.57 0.13
H -2.8453 0.2157 21.4431 0.14 0.35 0.14
H -0.5744 4.2915 26.9490 0.23 0.40 0.15
H -7.1347 11.3632 26.2775 -0.03 -0.34 0.00
C -5.4968 5.4508 18.7843 0.42 -0.48 -0.64
H -6.6367 0.4194 21.4642 -0.02 0.21 0.24
H 0.7282 8.8845 27.7732 -0.01 0.40 0.11
H 0.0437 6.6222 27.4448 0.35 -0.32 -0.01
C -6.8860 4.0557 22.8771 0.13 0.08 1.25
H -1.2218 10.6361 19.7262 0.04 -0.21 -0.16
H -5.6402 4.6356 19.5054 0.20 0.38 0.57
H 2.1574 0.9695 21.9212 -0.35 0.35 -0.59
H -5.2680 4.6985 24.2063 -0.05 0.14 -0.24
H 4.0593 11.4355 22.3606 -0.04 -0.38 -0.31
H -6.4951 12.4552 25.0998 -0.09 0.08 -0.25
H -4.8736 5.9409 16.1282 0.03 0.13 -0.11
H -1.5352 8.9243 20.0760 -0.02 0.03 -0.01
C 0.2229 9.7074 21.0399 -0.17 0.55 0.54
C -6.3704 1.1846 20.7254 0.23 -1.22 -0.59
H 0.3063 8.3998 24.9881 0.07 -0.36 -0.24
H -6.3601 5.3245 18.1242 0.04 0.31 -0.21
O 0.1584 5.7257 25.5497 0.14 -0.21 0.63
C -2.5720 -0.3475 22.3422 -0.28 0.00 -0.71
N -1.6371 6.6231 23.2952 -0.54 -0.77 0.50
C 3.0371 11.7201 22.1110 0.48 0.64 0.80
H -3.8259 9.5658 23.4260 -0.74 0.55 -0.18
C -7.0360 11.5050 25.1911 0.45 0.53 0.89
H -5.1956 3.6492 16.9913 -0.12 0.27 0.06
H -5.0961 2.9962 22.4312 0.07 0.00 -0.50
H -2.2712 4.3393 19.9886 0.24 -0.21 0.09
H -1.9263 10.1785 21.2334 0.30 -0.06 0.35
H 3.0956 12.5897 21.4487 -0.14 -0.20 -0.35
H 0.5456 5.6728 22.4250 -0.28 0.28 0.24
H 0.1637 -0.1015 21.9562 -0.10 -0.22 0.19
H -3.8627 3.6301 20.1450 0.01 -0.09 0.50
H -6.0540 8.3319 23.0262 -0.19 -0.02 0.22
H 2.6773 1.8908 23.2325 -0.42 0.14 0.48
H -0.4965 1.4690 21.6328 -0.50 0.06 0.10
H -1.5736 2.0164 24.4689 0.33 -0.46 0.14
H -5.8211 7.4585 24.5433 0.15 0.12 0.13
H 1.1983 11.4751 20.1025 -0.22 0.03 -0.06
H -6.4736 3.8465 25.0898 -0.45 -0.36 -0.34
C -0.2946 0.7661 22.4539 0.24 0.15 -0.78
H -0.5721 9.4432 26.9858 -0.14 -0.25 -0.40
H -6.6728 4.8759 22.1786 0.17 -0.17 -0.23
H -2.4996 2.5698 19.8847 0.13 0.07 0.06
H 2.3874 6.8793 25.3847 0.00 -0.03 0.06
N -2.2117 1.4416 23.9283 -0.43 0.96 0.20
H -4.4719 10.8200 25.5273 -0.17 0.26 -0.15
H -3.6915 4.8801 22.4084 0.00 0.12 -0.11
C -0.1505 6.8251 26.3829 0.12 0.56 0.20
H -8.7826 4.7498 22.9429 -0.15 -0.08 0.11
C -5.1457 10.0267 25.1894 -1.01 0.22 -0.62
H 0.5604 11.7210 21.7706 -0.01 0.14 -0.07
C -2.7008 4.4413 22.5873 -0.67 0.82 -0.48
H -0.1852 3.7111 25.3435 0.25 0.14 -0.12
O 0.6765 1.3705 23.2892 -0.31 -0.20 0.80
H -6.9073 0.9056 19.8162 -0.28 0.48 0.05
H 0.0079 4.1331 23.0171 -0.21 -0.28 -0.12
H -4.1461 7.2081 17.1253 -0.04 -0.06 0.20
C -1.5497 0.3603 23.2295 0.26 -0.28 -0.26
N -3.3660 8.4758 25.0293 0.99 -0.27 0.91
N 0.4037 9.1979 26.8602 0.59 -0.58 0.47
H -6.2903 1.9735 23.1245 -0.48 -0.05 -0.05
H -6.8257 5.4609 24.4886 0.03 -0.06 0.09
H -3.5067 -0.5062 22.8798 0.12 0.02 0.21
C -6.1756 2.7996 22.4124 0.06 0.43 0.34
H 2.6543 8.6297 25.4295 0.10 0.02 0.13
H -2.5940 2.1254 23.2658 0.10 -0.87 0.00
H 2.5155 7.7180 26.9537 0.19 -0.07 -0.05
H -4.9619 8.0548 20.7759 -0.27 0.08 -0.35
C 0.6617 8.0534 25.9601 -0.77 0.59 0.01
H -1.2169 7.0842 26.3687 -0.14 -0.09 -0.38
O -6.6829 2.4799 21.1337 0.14 -0.07 -0.03
H -3.7712 7.9613 25.8097 -0.21 0.28 0.01
```
Positions in Å, forces in eV/Å.

---

2.
Entry from OMol25: the ion C8H11N4S with charge +1 at a distorted geometry (ωB97M-V/def2-TZVPD).

Values from the calculation:
SMILES: S/C(=C\N1C=[NH+]CC1)n1ccnc1
Net charge: +1
ΔE to the lowest compared entry with this formula, charge and spin (kJ/mol): 205.6
Strongest force on any atom (eV/A): 7.18
E_tot (eV): -25260.6765
Highest occupied orbital energy (alpha / beta) (eV): -11.9 / -11.9
Multiplicity: 1
Gap between HOMO and LUMO (alpha / beta) (eV): 7.630 / 7.631

```
24
Properties=species:S:1:pos:R:3:forces:R:3
H -5.4748 -0.4008 -0.9318 1.95 -0.91 0.66
C -4.3975 -0.5505 -0.5570 -2.10 1.86 -0.59
C 3.6535 0.5280 0.0740 2.23 -0.60 1.30
N -2.3141 -0.0375 -0.0701 -3.56 -1.38 0.29
C -1.1507 0.5736 0.0208 7.15 -0.62 -0.11
N -3.9728 -1.4344 0.4056 -2.43 -0.48 -0.78
C 2.3743 -1.3345 0.0035 0.14 2.19 1.26
H 2.0947 1.3649 1.3747 -0.42 -0.96 0.17
H -2.2526 -1.6994 1.3751 1.20 -0.05 0.72
H -0.2769 -1.3279 -0.2057 -0.29 -0.22 -0.22
S -0.9752 2.2930 0.2814 -1.19 0.66 -0.39
C 2.2145 0.9114 0.3859 1.62 3.40 -2.47
H -2.2618 2.7123 -0.1008 1.29 -0.65 0.45
H -3.3381 1.1055 -1.5430 -0.03 1.16 -0.89
C -3.4319 0.3743 -0.8075 0.27 -1.65 0.54
H 2.1712 -2.3798 0.0184 -0.82 -0.50 -0.52
C -2.7862 -1.1276 0.6712 1.55 0.32 -0.12
H 4.4661 -1.5471 -0.0774 -1.13 0.63 0.51
H 3.9918 0.7034 -0.9512 -0.32 0.42 0.13
N 1.4786 -0.2908 0.0303 -0.27 -0.14 0.36
N 3.6622 -0.9600 0.2349 -1.84 0.02 -1.07
H 4.3993 0.9637 0.7942 -0.80 -0.25 -0.81
C 0.0021 -0.2964 -0.0926 -1.31 -0.11 0.37
H 2.1242 1.8566 -0.3330 -0.90 -2.15 1.24
```
Positions in Å, forces in eV/Å.

---

3.
Entry from OMol25: a cluster of 3 separate species, C4H13N3O in total at a distorted geometry (ωB97M-V/def2-TZVPD).

Values from the calculation:
SMILES: [H]/N=C/N.C/C=N\C.O
ΔE to the lowest compared entry with this formula, charge and spin (kJ/mol): 163.0
Strongest force on any atom (eV/A): 1.75
E_tot (eV): -10875.9883
Highest occupied orbital energy (eV): -8.9
Multiplicity: 1
Gap between HOMO and LUMO (eV): 9.686

```
21
Properties=species:S:1:pos:R:3:forces:R:3
H -0.4158 2.0585 -0.8033 0.04 0.09 0.05
H 0.2714 1.9010 -2.4316 0.03 0.05 -0.03
H -1.2746 -0.7783 -0.0666 0.01 -0.04 0.05
H 0.3894 -1.6164 2.9883 0.19 0.06 -0.11
H -1.8796 1.1323 -3.1587 -0.02 0.06 -0.18
H 1.7229 -0.7875 -0.0453 -0.57 -1.25 -1.09
H 2.3359 1.2196 1.0332 -0.17 0.06 0.20
C -2.1708 -0.1536 -0.1247 0.12 -0.07 0.18
C 1.4111 -0.0924 2.1134 0.29 0.46 0.31
H 1.5203 -2.0688 1.7750 -0.11 0.04 0.03
N 2.2115 0.2257 1.1704 0.04 0.12 -0.15
H 1.6764 -1.8413 -1.2891 0.22 0.09 -0.02
H -2.0095 0.7233 0.5115 -0.02 0.03 0.06
N 1.2076 -1.3792 2.4470 -0.37 -0.44 0.11
N -2.4488 0.2229 -1.4868 -0.45 -0.09 -0.31
H -3.0286 -0.7097 0.2522 0.11 0.01 0.13
C -1.6045 0.8930 -2.1359 0.11 0.12 -0.13
H 0.8920 0.6240 2.7560 0.05 0.01 -0.08
C -0.2751 1.3828 -1.6491 -0.04 -0.12 0.17
H 0.3093 0.5332 -1.2926 0.07 0.02 -0.01
O 1.1597 -1.4891 -0.5633 0.47 0.79 0.82
```
Positions in Å, forces in eV/Å.